No. 1
{"formula": "C44H50N10O3Tl", "method": "wB97M-V/def2-TZVPD", "elements": ["Tl", "C", "N", "C", "N", "C", "N", "C", "C", "C", "C", "C", "C", "C", "N", "N", "C", "O", "C", "C", "C", "C", "C", "C", "N", "C", "N", "C", "N", "C", "H", "H", "H", "H", "H", "H", "H", "H", "H", "H", "H", "H", "H", "H", "H", "H", "C", "C", "C", "C", "C", "C", "C", "C", "N", "C", "C", "C", "C", "N", "C", "C", "C", "C", "C", "C", "C", "C", "H", "H", "H", "H", "H", "H", "H", "H", "H", "H", "H", "H", "H", "H", "H", "H", "H", "H", "H", "H", "H", "H", "H", "H", "C", "O", "C", "C", "O", "C", "H", "H", "H", "H", "H", "H", "H", "H", "H", "H"], "coordinates": [[0.9191, -1.8814, 1.2666], [4.0948, 6.0715, -3.3682], [4.1529, 5.5679, -2.0044], [4.1550, 4.3022, -1.5360], [4.0655, 4.2880, -0.2317], [4.0024, 5.6191, 0.0612], [4.0420, 6.4374, -0.9754], [2.7287, 5.8406, -3.9685], [1.8638, 6.9164, -4.2097], [0.5529, 6.7329, -4.6843], [0.0701, 5.4692, -4.8735], [0.9295, 4.3680, -4.6217], [2.2740, 4.5702, -4.2131], [0.4575, 3.0572, -4.6523], [1.1817, 1.9157, -4.5262], [0.3289, 0.9179, -4.4890], [-0.9088, 1.4521, -4.5685], [-0.8593, 2.7847, -4.6936], [-2.1465, 0.7851, -4.4304], [-3.3540, 1.4804, -4.6243], [-4.5427, 0.8368, -4.3591], [-4.5219, -0.4715, -3.8779], [-3.3257, -1.1713, -3.6983], [-3.3737, -2.5731, -3.1705], [-2.3932, -2.8252, -2.1226], [-1.8640, -2.0147, -1.2062], [-0.9984, -2.6904, -0.4741], [-1.0564, -3.9476, -1.0091], [-1.8774, -4.0711, -2.0212], [-2.1365, -0.5491, -3.9994], [4.8791, 5.6087, -3.9648], [4.2932, 7.1348, -3.2947], [4.2640, 3.4274, -2.1642], [3.9424, 5.9993, 1.0708], [2.2170, 7.9254, -4.0229], [-0.0742, 7.5920, -4.8840], [-0.9421, 5.3084, -5.2247], [2.9117, 3.7052, -4.0771], [-3.3454, 2.5049, -4.9771], [-5.4873, 1.3406, -4.5178], [-5.4641, -0.9724, -3.6779], [-3.1475, -3.3026, -3.9446], [-4.3714, -2.7839, -2.7960], [-2.1174, -0.9682, -1.0935], [-0.4654, -4.7797, -0.6548], [-1.1884, -1.0715, -3.9148], [0.9729, 1.8829, 1.5842], [-0.2604, 1.8013, 0.7168], [-0.3951, 2.5898, -0.4200], [-1.5488, 2.5424, -1.1884], [-2.5933, 1.7141, -0.8100], [-2.5060, 0.9194, 0.3315], [-3.6907, 0.0814, 0.7633], [-1.3240, 0.9714, 1.0729], [-1.1239, 0.0764, 2.1609], [-1.7168, 0.1665, 3.2735], [-2.6342, 1.2923, 3.6804], [-1.4731, -0.9498, 4.2802], [-2.2764, -0.9692, 5.5472], [-0.6372, -1.8661, 4.0100], [-0.1186, -2.8927, 4.6901], [0.8417, -2.6353, 5.7421], [1.3026, -1.2435, 6.0734], [1.2953, -3.7195, 6.4421], [0.8823, -5.0198, 6.1069], [-0.0021, -5.2660, 5.0384], [-0.4982, -4.2344, 4.2982], [-1.4207, -4.4496, 3.1366], [1.8247, 2.2618, 1.0251], [1.2433, 0.9068, 1.9982], [0.8074, 2.5544, 2.4321], [0.4124, 3.2650, -0.6866], [-1.6443, 3.1685, -2.0680], [-3.5100, 1.6914, -1.3944], [-4.2758, -0.2378, -0.1005], [-4.3650, 0.6627, 1.3966], [-3.3939, -0.8094, 1.3180], [-2.5799, 2.0917, 2.9453], [-2.3636, 1.6956, 4.6578], [-3.6734, 0.9575, 3.7469], [-3.3394, -0.8701, 5.3264], [-1.9961, -0.1163, 6.1701], [-2.1109, -1.8852, 6.1094], [1.0811, -0.5250, 5.2869], [2.3786, -1.2398, 6.2466], [0.8352, -0.8960, 6.9996], [1.9845, -3.5699, 7.2646], [1.2691, -5.8579, 6.6746], [-0.2908, -6.2830, 4.8027], [-1.7552, -5.4837, 3.0969], [-0.9117, -4.2207, 2.1953], [-2.2992, -3.8027, 3.1909], [3.6604, -3.8783, 2.3479], [2.4986, -4.1335, 1.5525], [2.7983, -4.7093, 0.2726], [3.3000, -3.7046, -0.7288], [2.3176, -2.6800, -0.9265], [1.9872, -2.4224, -2.2905], [4.2254, -4.7984, 2.4987], [3.3144, -3.5084, 3.3129], [4.3139, -3.1272, 1.8954], [1.8694, -5.1555, -0.0835], [3.5410, -5.5054, 0.3806], [3.5092, -4.2269, -1.6652], [4.2279, -3.2420, -0.3906], [1.8442, -3.3547, -2.8415], [2.7701, -1.8364, -2.7770], [1.0553, -1.8527, -2.3020]], "charge": 3, "spin_multiplicity": 1, "orbital_gap_ha": [0.1774, 0.1964], "lumo_energy_ev": [-10.535, -10.020]}

---

No. 2
{"formula": "C5H17NO2", "method": "wB97M-V/def2-TZVPD", "elements": ["C", "C", "N", "C", "C", "C", "H", "H", "H", "H", "H", "H", "H", "H", "H", "H", "H", "H", "H", "O", "H", "H", "O", "H", "H"], "coordinates": [[-0.0984, -1.9996, -1.5521], [0.7564, -1.6892, -0.2584], [0.6759, -0.4903, 0.5997], [1.9790, 0.1768, 0.8487], [-0.3416, -0.4359, 1.6318], [-1.3682, -1.5559, 1.6038], [-0.9125, -1.2580, -1.6841], [0.3669, -2.0914, -2.4626], [-0.6251, -3.0528, -1.5786], [1.7812, -1.4330, -0.7421], [0.8528, -2.4927, 0.4456], [1.8493, 0.9635, 1.6011], [2.3423, 0.6859, -0.0962], [2.7950, -0.5363, 1.1336], [-1.0253, 0.5060, 1.4293], [0.2739, -0.5408, 2.5485], [-0.9387, -2.5098, 1.8313], [-1.7720, -1.4733, 0.5392], [-2.0143, -1.1236, 2.5009], [-0.3922, 1.9476, -1.1437], [-0.2859, 1.4558, -0.3041], [0.0356, 1.2693, -1.7875], [-1.3531, 5.5900, -1.7840], [-1.7921, 4.8562, -2.1645], [-0.7890, 5.2315, -1.1557]], "smiles": "CCN(C)CC.O.O", "spin_multiplicity": 1, "orbital_gap_ha": 0.3311, "de_lowest_ev": 3.000, "lumo_energy_ev": 0.671}

---

No. 3
{"formula": "C28H20Br2IrN5OS2", "method": "wB97M-V/def2-TZVPD", "elements": ["Ir", "N", "C", "S", "N", "N", "C", "C", "C", "C", "C", "C", "C", "C", "C", "C", "C", "C", "N", "H", "H", "H", "H", "H", "H", "H", "H", "H", "H", "H", "Br", "C", "C", "C", "Br", "C", "C", "C", "C", "N", "C", "C", "O", "H", "H", "H", "H", "S", "C", "C", "C", "C", "C", "C", "H", "H", "H", "H", "H"], "coordinates": [[0.3498, 0.1377, -0.5583], [1.5435, -0.0593, -4.6949], [1.3603, -0.2377, -3.3751], [1.2284, 1.2155, -2.3845], [1.2953, -1.4341, -2.8884], [1.1307, -1.4270, -1.5180], [1.6150, -2.3899, -0.7990], [2.3201, -3.5595, -1.3461], [1.7536, -4.3274, -2.3616], [2.4258, -5.4397, -2.8370], [3.6711, -5.7775, -2.3221], [4.2436, -5.0071, -1.3212], [3.5661, -3.9044, -0.8245], [1.4084, -2.1913, 0.6321], [1.5004, -3.2077, 1.5073], [1.0754, -3.0031, 2.8718], [0.6396, -1.8057, 3.2547], [0.6519, -0.6102, 2.3546], [0.9765, -0.9023, 0.9742], [1.6942, 0.8584, -5.0714], [1.7538, -0.8607, -5.2659], [0.7904, -4.0548, -2.7699], [1.9787, -6.0437, -3.6149], [4.1954, -6.6434, -2.7040], [5.2158, -5.2646, -0.9233], [4.0109, -3.3017, -0.0431], [1.8348, -4.1765, 1.1684], [1.0701, -3.8380, 3.5586], [0.2640, -1.6337, 4.2516], [1.3449, 0.1442, 2.7474], [-1.3965, 0.2704, 5.3031], [-1.0963, 1.5956, 4.0061], [-1.2795, 2.9256, 4.4223], [-1.1823, 3.9242, 3.5093], [-1.4846, 5.6919, 4.0936], [-0.8885, 3.6467, 2.1459], [-0.8925, 4.6689, 1.1780], [-0.6719, 4.3443, -0.1221], [-0.3865, 3.0160, -0.4360], [-0.3177, 2.0146, 0.4270], [-0.6306, 2.3065, 1.7447], [-0.7651, 1.2722, 2.7162], [-0.6682, -0.0257, 2.3329], [-1.5200, 3.1321, 5.4546], [-1.1013, 5.6847, 1.4798], [-0.7018, 5.0737, -0.9179], [-0.2244, 2.7810, -1.4737], [-1.6749, -0.2788, -1.3930], [-2.6995, 1.1407, -1.1339], [-2.8545, 2.0580, -2.1684], [-3.6622, 3.1709, -1.9817], [-4.3067, 3.3669, -0.7679], [-4.1579, 2.4434, 0.2609], [-3.3612, 1.3248, 0.0776], [-2.3425, 1.8966, -3.1099], [-3.7906, 3.8830, -2.7864], [-4.9375, 4.2348, -0.6273], [-4.6743, 2.5885, 1.2009], [-3.2388, 0.5940, 0.8680]], "s2": 0.7558, "charge": 1, "spin_multiplicity": 2, "orbital_gap_ha": [0.2341, 0.2313], "de_lowest_ev": 0.000, "lumo_energy_ev": [-4.355, -4.434]}

---

No. 4
{"formula": "C5H6N2O2", "method": "wB97M-V/def2-TZVPD", "elements": ["C", "C", "C", "C", "C", "N", "N", "O", "O", "H", "H", "H", "H", "H", "H"], "coordinates": [[0.2547, 1.6418, -0.6507], [0.9639, 1.5270, 0.5760], [-0.9484, 2.2921, -0.5877], [1.3501, -0.5864, -0.1128], [0.2085, -1.5006, 0.2712], [0.7913, 0.9676, -1.7354], [1.4613, -0.0559, -1.4305], [2.2891, -0.6064, -2.1751], [1.3502, 1.8858, 1.6239], [-1.5114, 2.3350, -1.5474], [-1.2194, 3.1394, 0.2386], [2.1967, -1.0165, 0.1980], [-0.7283, -1.0019, 0.1226], [0.5236, -1.4664, 1.2991], [0.3979, -2.4565, -0.1919]], "spin_multiplicity": 1, "orbital_gap_ha": [0.2914, 0.2914], "de_lowest_ev": 6.738, "lumo_energy_ev": [-0.673, -0.673]}

---

No. 5
{"formula": "C2H6N2O2", "method": "wB97M-V/def2-TZVPD", "elements": ["N", "C", "O", "O", "H", "H", "H", "C", "N", "H", "H", "H"], "coordinates": [[-1.8356, -1.1989, 2.1801], [-0.5324, -1.6051, 1.7441], [0.1222, -2.4815, 2.2172], [-0.1011, -0.8638, 0.7078], [-2.0052, -1.6521, 3.0760], [-2.5136, -1.6060, 1.5388], [-0.7258, -0.1343, 0.5972], [1.6614, 1.9468, -2.7840], [0.7208, 1.9368, -1.9449], [1.4101, 2.1196, -3.8286], [2.6999, 1.7748, -2.4926], [1.0995, 1.7637, -1.0111]], "smiles": "NC(=O)O.C=N", "spin_multiplicity": 1, "orbital_gap_ha": 0.4041, "de_lowest_ev": 1.247, "lumo_energy_ev": 0.630}

---

No. 6
{"formula": "CH10N3O2", "method": "wB97M-V/def2-TZVPD", "elements": ["N", "C", "N", "N", "H", "H", "H", "H", "H", "H", "H", "H", "O", "H", "H", "O"], "coordinates": [[-0.6774, -0.9269, 0.7733], [-0.2991, -1.5655, -0.3186], [-0.2602, -0.9250, -1.5126], [-0.2243, -2.9164, -0.3740], [-0.7617, 0.1275, 0.6610], [-0.6809, -1.4694, 1.6156], [0.0158, -1.3840, -2.3708], [0.1525, 0.0029, -1.4305], [-0.4912, -3.5366, 0.3670], [-0.5504, -3.2785, -1.2638], [0.3488, 2.1420, 0.4308], [-1.1680, 2.2572, 0.2079], [-0.4404, 1.6328, 0.1018], [2.3401, 3.8384, 0.6921], [1.5012, 3.5305, 1.9351], [1.5329, 3.3869, 0.9742]], "charge": 1, "spin_multiplicity": 1, "orbital_gap_ha": 0.4458, "de_lowest_ev": 0.522, "lumo_energy_ev": -2.870}